No. 1
C2H6F6OPtSbSe3Te | ωB97M-V with the def2-TZVPD basis set

As for the expectation value of S²: 8.77. Its LUMO energy (alpha / beta) is -9.49 / -12.11 eV. The calculation puts the frontier orbital gap (alpha / beta) at 7.630 / 5.000 eV. The calculation puts the HOMO energy (alpha / beta) at -17.122 / -17.109 eV.

ORCA input file:
```
! RIJCOSX wB97M-V def2-TZVPD def2/J DEFGRID3
* xyz 2 6
Pt 1.33835 -0.37332 1.19573
Se 1.21245 -0.80672 3.72953
Se 2.65245 0.87968 4.31933
Te 2.60535 2.17138 2.05523
Se 3.59125 0.47078 0.54233
C -1.53795 -2.72362 -1.69567
C -1.17875 -1.55662 -0.83377
O -0.26055 -1.84742 0.19183
H -2.14065 -2.40422 -2.54217
H -2.12825 -3.45092 -1.12387
H -0.66705 -3.26072 -2.08007
H -2.07015 -1.09332 -0.36827
H -0.77525 -0.73072 -1.46037
H 0.10245 -2.74162 0.05733
F 0.69125 0.91938 -0.86077
Sb -0.28865 2.65668 -0.38517
F 1.64745 3.18048 0.05173
F -0.20575 1.70348 1.41773
F -0.82175 4.16628 0.57313
F -1.81595 1.56538 -0.68647
F 0.04965 3.27568 -2.09727
*
```

Atom charges from the Löwdin analysis, given in e for atoms 1 to 6:
1. Pt 0.66
2. Se 0.40
3. Se 0.21
4. Te 0.97
5. Se 0.48
6. C -0.05

No. 2
C18H39Cl30O9PS2 | ωB97M-V with the def2-TZVPD basis set

Its LUMO energy is 0.03 eV. The calculation puts the frontier orbital gap at 10.690 eV. The calculation puts the HOMO energy at -10.660 eV.

ORCA input file:
```
! RIJCOSX wB97M-V def2-TZVPD def2/J DEFGRID3
* xyz 0 1
O -1.68516 0.91581 0.59321
S -0.28092 1.18897 0.73226
O -0.18217 2.73851 1.13198
C 0.85315 2.98576 2.11656
C 0.69513 2.19991 3.42635
C 0.91257 3.09293 4.65472
S 1.31312 2.09529 6.08579
O 0.21709 2.17946 7.02308
O 2.55551 2.50001 6.69357
O 1.38187 0.61104 5.55596
O 0.27442 1.32839 -0.86305
P 0.30852 -0.03941 -1.69636
O 1.08330 0.05444 -2.92564
O -1.18893 -0.50892 -2.01486
O 0.91192 -1.12273 -0.68024
H 1.79676 2.69126 1.65632
H 0.90357 4.05798 2.27159
H -0.30957 1.78420 3.54494
H 1.39403 1.37247 3.38979
H 1.70659 3.82199 4.53777
H -0.02636 3.57031 4.91416
H 1.67069 0.06092 6.30354
H -1.41055 -1.19262 -1.36405
H 0.68408 -1.99809 -1.03371
C -2.30328 -0.47436 5.42594
Cl -2.43558 -2.22753 5.60294
Cl -1.71587 -0.01823 3.81850
H -3.28186 -0.03439 5.56998
H -1.60546 -0.09962 6.16633
C 2.74796 0.54717 10.12223
Cl 3.10169 -1.01290 9.35220
Cl 3.05444 0.45814 11.85680
H 3.38756 1.30335 9.68546
H 1.70638 0.79397 9.95614
C 1.95469 6.04328 8.21391
Cl 1.54636 7.72133 8.60737
Cl 1.58913 5.67741 6.52430
H 3.01316 5.89233 8.38785
H 1.37392 5.39545 8.85423
C 5.08529 2.33926 4.68386
Cl 4.23909 1.13793 3.70033
Cl 4.64267 3.99289 4.23466
H 4.83000 2.17923 5.72424
H 6.15097 2.22055 4.52638
C -1.16689 -2.99735 -4.91310
Cl -0.35248 -2.65638 -6.44604
Cl 0.00329 -3.27312 -3.61790
H -1.78994 -2.14836 -4.65146
H -1.77022 -3.88868 -5.03321
C 0.76686 -5.86823 -7.63728
Cl 1.61007 -6.95409 -6.52577
Cl -0.80571 -6.49459 -8.17659
H 0.58355 -4.93883 -7.11305
H 1.38939 -5.70019 -8.50750
C 0.86362 -10.92788 -8.96980
Cl 0.28137 -9.26285 -8.90194
Cl 2.31922 -11.08342 -9.96797
H 1.10112 -11.25360 -7.96465
H 0.08847 -11.55265 -9.39605
C -1.39273 0.82033 -5.93872
Cl -2.74543 0.07340 -6.80924
Cl -1.89278 1.40392 -4.35519
H -0.61194 0.08056 -5.80529
H -1.02435 1.65388 -6.52330
C -5.70532 0.39369 -9.14878
Cl -6.42678 -0.29959 -10.60713
Cl -6.16246 2.08648 -8.92646
H -6.04738 -0.16909 -8.29027
H -4.62712 0.33888 -9.23482
C 3.83515 -14.08568 -11.39276
Cl 4.56801 -15.35772 -10.40749
Cl 2.17534 -14.47863 -11.85230
H 3.82470 -13.16891 -10.81914
H 4.42276 -13.96493 -12.29424
C 2.47362 4.35831 12.63841
Cl 2.07540 6.04806 12.95742
Cl 2.10281 3.90080 10.96973
H 3.53295 4.21114 12.80699
H 1.89354 3.72994 13.30249
C 5.41931 -2.43258 2.16647
Cl 6.25044 -1.28676 3.22306
Cl 3.70073 -2.04236 1.98923
H 5.88193 -2.39813 1.18820
H 5.50700 -3.42390 2.59274
C -7.98954 1.58861 -5.63861
Cl -8.24199 2.29332 -4.03671
Cl -6.56706 0.54015 -5.67950
H -8.86063 1.00060 -5.90055
H -7.84644 2.38856 -6.35181
C -10.88668 4.61178 -5.92286
Cl -11.68168 6.18843 -5.91308
Cl -9.39180 4.63134 -6.86817
H -10.64266 4.33766 -4.90360
H -11.56123 3.88640 -6.36037
C 3.75214 9.06093 5.92668
Cl 3.63019 7.64192 4.88067
Cl 4.13841 10.52713 5.01587
H 2.80263 9.20156 6.42533
H 4.53732 8.88758 6.65210
*
```

Atom charges from the Löwdin analysis, given in e for atoms 1 to 6:
1. O -0.37
2. S 0.91
3. O -0.29
4. C -0.20
5. C -0.25
6. C -0.24

Copy entry 1 word for word.
C2H6F6OPtSbSe3Te | ωB97M-V with the def2-TZVPD basis set

As for the expectation value of S²: 8.77. Its LUMO energy (alpha / beta) is -9.49 / -12.11 eV. The calculation puts the frontier orbital gap (alpha / beta) at 7.630 / 5.000 eV. The calculation puts the HOMO energy (alpha / beta) at -17.122 / -17.109 eV.

ORCA input file:
```
! RIJCOSX wB97M-V def2-TZVPD def2/J DEFGRID3
* xyz 2 6
Pt 1.33835 -0.37332 1.19573
Se 1.21245 -0.80672 3.72953
Se 2.65245 0.87968 4.31933
Te 2.60535 2.17138 2.05523
Se 3.59125 0.47078 0.54233
C -1.53795 -2.72362 -1.69567
C -1.17875 -1.55662 -0.83377
O -0.26055 -1.84742 0.19183
H -2.14065 -2.40422 -2.54217
H -2.12825 -3.45092 -1.12387
H -0.66705 -3.26072 -2.08007
H -2.07015 -1.09332 -0.36827
H -0.77525 -0.73072 -1.46037
H 0.10245 -2.74162 0.05733
F 0.69125 0.91938 -0.86077
Sb -0.28865 2.65668 -0.38517
F 1.64745 3.18048 0.05173
F -0.20575 1.70348 1.41773
F -0.82175 4.16628 0.57313
F -1.81595 1.56538 -0.68647
F 0.04965 3.27568 -2.09727
*
```

Atom charges from the Löwdin analysis, given in e for atoms 1 to 6:
1. Pt 0.66
2. Se 0.40
3. Se 0.21
4. Te 0.97
5. Se 0.48
6. C -0.05

Question: What is the formula in the second record?
Answer: C18H39Cl30O9PS2